Entry 1:
# C4H11N2O

A 2-piece molecular cluster, C4H11N2O overall (the ωB97M-V functional and the def2-TZVPD basis, OMol25).

```
18
Properties=species:S:1:pos:R:3:forces:R:3:lowdin_charge:R:1
C -0.7634 -1.2852 -0.5149 -0.1 0.3 -0.2 -0.10
C -0.0954 -1.8627 0.4925 -0.5 0.0 -0.1 -0.19
N 1.2196 -1.8269 0.7709 0.4 -0.5 -0.1 0.11
N -2.2450 -1.2089 -0.3958 0.2 -0.8 0.3 0.18
H -0.3997 -0.6941 -1.3371 0.2 0.0 0.1 0.11
H -0.7176 -2.4101 1.1959 0.3 0.0 0.3 0.13
H 1.5922 -2.4907 1.4331 -0.2 0.0 0.0 0.12
H 1.8925 -1.5689 0.0673 -0.2 0.2 -0.1 0.11
H -2.7479 -1.4701 -1.2524 0.2 0.3 0.1 0.18
H -2.5367 -0.2870 -0.0686 -0.2 0.1 -0.2 0.17
H -2.5425 -1.8880 0.3111 -0.1 0.1 0.0 0.16
C 1.4097 1.4948 -0.4090 -0.5 0.1 0.1 -0.02
C 0.9997 2.6214 0.1646 0.4 0.2 -0.2 -0.28
O 0.4836 3.6699 -0.5339 -0.4 -0.5 0.3 0.01
H 2.0552 0.8337 0.1459 -0.3 -0.2 0.1 0.04
H 1.0969 1.2537 -1.4165 0.5 0.2 -0.2 0.05
H 1.1019 2.8069 1.2265 0.4 0.0 0.1 0.11
H 0.1968 4.3123 0.1203 -0.1 0.3 -0.2 0.10
```
Positions in Å, forces in eV/Å.

Calculated values
E_LUMO = -0.12934 Eh
Energy relative to the best compared isomer or geometry (same formula, charge and spin) = 69.32 kcal/mol
Charge = +1
Gap between HOMO and LUMO = 8.3489 eV
Spin multiplicity = 1
Electronic energy = -9345.8508 eV



Entry 2:
# C4H11N2O

An isolated ion of composition C4H11N2O and charge +1 (the ωB97M-V functional and the def2-TZVPD basis, OMol25).

```
18
Properties=species:S:1:pos:R:3:forces:R:3:lowdin_charge:R:1
C -0.7817 -1.6778 0.4317 2.8 -3.7 -0.6 0.19
C 0.5332 0.1372 -0.2558 3.0 0.2 1.2 -0.59
C 1.8738 0.3478 0.5430 0.1 -2.7 -1.3 0.05
C -1.6890 0.9736 -0.4541 -1.2 -0.9 -1.4 -0.07
N 0.1744 -1.3602 -0.3571 -1.6 3.5 1.2 0.18
N -0.5330 0.7260 0.3913 -1.3 1.7 -0.2 -0.07
O 0.7942 0.4194 -1.6004 -2.4 -4.4 0.2 0.07
H -0.9141 -1.0444 1.2760 -0.9 0.6 0.1 0.12
H -1.0019 -2.7383 0.4678 -0.9 0.0 -0.3 0.13
H 2.3984 1.1013 -0.0447 0.3 0.0 0.7 0.09
H 2.5238 -0.6320 0.6263 -1.3 2.0 -0.5 0.14
H 1.6102 0.5959 1.5347 0.1 0.7 1.1 0.06
H -1.8184 2.0146 -0.6220 -0.6 1.1 0.6 0.08
H -1.4875 0.7049 -1.5010 0.2 -0.5 0.4 0.09
H -2.6621 0.4420 -0.2158 1.2 0.7 0.3 0.11
H 0.5743 -1.6497 -1.2204 0.0 -1.7 -0.7 0.17
H -0.4574 1.4265 1.1285 0.8 -0.5 -0.5 0.16
H 1.1291 1.2381 -1.7499 1.6 3.9 -0.4 0.07
```
Positions in Å, forces in eV/Å.

Calculated values
E_LUMO = -0.18755 Eh
Energy relative to the best compared isomer or geometry (same formula, charge and spin) = 80.84 kcal/mol
Charge = +1
Gap between HOMO and LUMO = 9.2272 eV
Spin multiplicity = 1
Electronic energy = -9345.3513 eV
SMILES = C=[NH+][C@@](C)(O)NC



Entry 3:
# C4H11N2O

An isolated ion of composition C4H11N2O and charge +1 (the ωB97M-V functional and the def2-TZVPD basis, OMol25).

```
18
Properties=species:S:1:pos:R:3:forces:R:3:lowdin_charge:R:1
O -1.5990 -0.7586 0.4432 -1.2 -0.3 0.7 0.12
C -0.8270 -0.6561 -0.4439 3.6 1.1 -1.7 -0.45
N -0.9838 -0.8685 -1.7994 -1.1 -0.8 3.0 0.20
C 0.7813 -0.2027 0.0324 -2.9 -0.6 -0.5 -0.19
N 0.4953 1.0283 0.9003 -1.7 3.0 -1.2 0.02
C 0.4114 2.3522 -0.0538 1.3 -2.4 -0.3 0.06
C 1.3715 -1.3468 0.8742 -0.5 1.7 0.5 -0.02
H -1.8847 -1.1545 -2.1205 -0.6 -0.2 0.0 0.12
H -0.4499 -0.4257 -2.4674 1.7 0.9 -1.3 0.07
H 1.4125 0.1205 -0.8462 -0.6 -0.2 1.2 0.15
H -0.4146 1.1300 1.5266 2.3 -1.5 -1.5 0.23
H 1.3156 1.3199 1.4237 -0.1 -0.7 0.7 0.15
H -0.0186 2.0739 -1.0839 1.3 0.4 1.6 0.13
H -0.2193 3.0572 0.3760 -1.4 1.0 1.0 0.06
H 1.4474 2.7431 0.1169 -0.9 -0.2 -1.5 0.11
H 1.4858 -1.0299 1.9099 0.0 0.1 0.1 0.09
H 0.7749 -2.2232 0.9333 -0.6 -0.7 -0.4 0.08
H 2.3395 -1.5417 0.5255 1.4 -0.7 -0.5 0.07
```
Positions in Å, forces in eV/Å.

Calculated values
E_LUMO = -0.12226 Eh
Energy relative to the best compared isomer or geometry (same formula, charge and spin) = 53.34 kcal/mol
Charge = +1
Gap between HOMO and LUMO = 11.0171 eV
Spin multiplicity = 1
Electronic energy = -9346.5439 eV
SMILES = C[NH2+][C@@H](C)C(N)=O



Entry 4:
# C4H11N2O

C4H11N2O as an isolated structure (the ωB97M-V functional and the def2-TZVPD basis, OMol25).

```
18
Properties=species:S:1:pos:R:3:forces:R:3:lowdin_charge:R:1
C -0.5807 2.1927 1.3947 -3.0 -1.6 -2.7 -0.05
C -0.6795 1.5971 0.0271 0.5 -0.2 -1.3 -0.09
C 0.2918 0.8156 -0.4420 -0.5 0.6 0.3 -0.16
C 0.1995 -2.0413 0.1473 2.5 -0.2 3.6 -0.32
N -0.9420 -2.0790 -0.2437 -4.2 -0.2 -1.0 0.15
N 1.2487 -1.9623 -0.8206 3.2 2.5 0.8 0.13
O 0.5113 0.1822 -1.7009 -3.4 -0.1 -1.8 -0.02
H -1.4164 1.7677 1.8953 -0.6 -0.1 1.1 0.09
H -0.7187 3.1972 1.2610 -0.4 2.7 0.1 0.07
H -1.5608 1.9457 -0.5201 0.3 -0.5 -0.2 0.13
H 1.1227 0.6151 0.2001 0.6 -0.2 0.1 0.12
H 0.5891 -1.9782 1.2093 -0.4 -0.2 -1.1 0.16
H 0.2899 2.0005 1.8239 3.7 -0.9 2.1 0.04
H -1.8046 -2.0869 0.3817 2.1 -0.1 -0.7 0.14
H 2.3078 -1.8123 -0.5770 -2.8 -0.7 -0.1 0.22
H 1.1444 -2.4528 -1.6357 -0.2 -3.1 -2.1 0.11
H 0.9128 -1.0092 -1.4865 0.6 0.8 1.6 0.08
H -0.3785 -0.0803 -2.1769 2.0 1.3 1.3 0.21
```
Positions in Å, forces in eV/Å.

Calculated values
E_LUMO = -0.11978 Eh
Energy relative to the best compared isomer or geometry (same formula, charge and spin) = 101.47 kcal/mol
Charge = +1
Gap between HOMO and LUMO = 10.2929 eV
Spin multiplicity = 1
Electronic energy = -9344.4568 eV



Entry 5:
# C4H11N2O2

A 2-piece molecular cluster, C4H11N2O2 overall (the ωB97M-V functional and the def2-TZVPD basis, OMol25).

```
19
Properties=species:S:1:pos:R:3:forces:R:3:lowdin_charge:R:1
C -0.9650 -0.6813 0.9649 0.2 0.2 0.1 -0.48
O -0.2741 0.1359 0.1332 0.4 0.0 -0.1 -0.35
C -0.1207 -1.8688 1.4732 -0.2 0.0 0.0 -0.29
C 0.3979 -2.7151 0.3219 -0.2 0.2 0.1 -0.15
H -1.8759 -1.0939 0.4779 -0.1 -0.2 0.0 0.09
H -1.3290 -0.1441 1.8722 -0.1 -0.1 0.0 0.08
H -0.7114 -2.4888 2.1637 0.0 0.0 0.0 0.09
H 0.7118 -1.4406 2.0346 0.1 0.0 0.1 0.09
H 1.0360 -3.5293 0.6589 0.2 -0.1 0.0 0.05
H 0.9446 -2.0679 -0.3626 0.0 -0.1 -0.1 0.06
H -0.4531 -3.1467 -0.2095 0.0 -0.1 -0.2 0.06
N -0.1714 1.7570 -2.0620 0.3 -0.1 0.1 0.12
C 0.3579 2.8700 -1.4556 0.0 -0.1 0.0 -0.70
N 0.3795 2.7692 -0.0845 0.3 0.0 -0.2 0.12
O 0.7397 3.8669 -2.0698 0.0 0.0 0.0 -0.05
H -0.1581 0.9294 -1.4438 -0.5 -0.1 -0.1 0.04
H 0.1183 1.6292 -3.0165 0.0 0.2 0.0 0.08
H 1.0167 3.4262 0.3320 0.0 0.0 0.0 0.08
H 0.3564 1.7925 0.2720 -0.4 0.2 0.1 0.05
```
Positions in Å, forces in eV/Å.

Calculated values
E_LUMO = 0.15096 Eh
Energy relative to the best compared isomer or geometry (same formula, charge and spin) = 14.12 kcal/mol
Charge = -1
Gap between HOMO and LUMO = 7.8140 eV
Spin multiplicity = 1
Electronic energy = -11403.4357 eV



Entry 6:
# C4H11N2O2

An isolated ion of composition C4H11N2O2 and charge +1 (the ωB97M-V functional and the def2-TZVPD basis, OMol25).

```
19
Properties=species:S:1:pos:R:3:forces:R:3:lowdin_charge:R:1
C 1.1786 0.0395 1.3880 -1.0 -1.0 -1.4 -0.05
C -0.4536 -1.1853 0.1883 -0.3 0.8 -3.7 -0.33
C -0.0613 0.2147 -0.7737 1.5 -2.0 3.0 -0.52
C -1.0597 1.2425 -0.7337 -3.2 -0.8 -0.5 0.00
N 0.6727 -1.2823 0.9811 1.1 3.7 -1.3 0.04
N 1.2339 0.7059 -0.0354 1.3 0.2 1.1 0.13
O -1.6144 -0.9765 0.8628 2.1 1.6 3.1 0.06
O 0.4598 -0.2591 -1.8932 0.0 -0.4 -3.7 0.06
H 0.5254 0.6297 2.1194 0.7 -0.5 -1.4 0.16
H 2.1817 -0.0001 1.7416 0.7 -0.2 0.5 0.12
H -0.5615 -2.0771 -0.5319 0.4 1.4 0.9 0.19
H -1.3104 1.2565 0.3330 -0.2 1.1 -0.2 0.11
H -1.9676 0.6823 -1.1374 0.7 1.1 0.2 0.14
H -0.9287 2.1739 -1.3112 0.2 -0.4 0.6 0.12
H 0.7027 -2.0236 1.5603 0.4 -2.7 2.7 0.10
H 1.3803 1.7338 0.2088 -0.5 -1.4 -1.2 0.20
H 2.0081 0.3232 -0.7460 -1.6 1.0 2.5 0.24
H -2.3904 -1.2472 0.4867 -2.9 -1.3 -1.9 0.07
H 0.0044 0.0489 -2.7073 0.4 -0.2 0.7 0.16
```
Positions in Å, forces in eV/Å.

Calculated values
E_LUMO = -0.11409 Eh
Energy relative to the best compared isomer or geometry (same formula, charge and spin) = 63.70 kcal/mol
Charge = +1
Gap between HOMO and LUMO = 10.9170 eV
Spin multiplicity = 1
Electronic energy = -11393.3611 eV
SMILES = C[C@@]1(O)[NH2+]CN[C@H]1O



Entry 7:
# C4H11N2O2

An isolated ion of composition C4H11N2O2 and charge +1 (the ωB97M-V functional and the def2-TZVPD basis, OMol25).

```
19
Properties=species:S:1:pos:R:3:forces:R:3:lowdin_charge:R:1
C 1.3941 -0.7789 0.1167 -0.9 0.3 -2.1 -0.22
C 0.3553 -1.0937 1.2039 1.9 -0.2 -0.3 -0.08
C -1.3248 0.3412 0.1962 -2.2 1.8 0.8 -0.03
C -0.4461 0.7731 -0.9955 3.8 -3.8 2.1 -0.57
N 0.7043 -0.5969 -1.2029 -2.5 1.6 1.4 0.02
N -0.4903 0.1510 1.3739 -0.7 -3.8 1.5 0.04
O 0.2829 1.8399 -0.5765 -0.3 1.1 -1.3 0.08
O -1.0547 0.8078 -2.1454 -0.8 3.4 -0.9 0.15
H 1.9309 0.1477 0.2958 0.5 0.0 0.7 0.11
H 2.0507 -1.6036 -0.1032 0.5 -0.3 0.8 0.12
H -0.2755 -1.9394 0.7999 0.5 1.0 1.0 0.16
H 0.8886 -1.2648 2.1918 -0.9 -0.2 -1.2 0.16
H -2.0417 1.2146 0.5577 1.1 -1.7 -1.5 0.20
H -1.8774 -0.6297 0.0730 0.4 1.2 -0.3 0.16
H 1.3812 -0.4291 -1.9720 -0.6 0.4 0.8 0.11
H -1.0167 -0.0469 2.2394 -0.6 0.1 -0.7 0.20
H 0.0406 0.8993 1.6938 1.7 2.2 -0.2 0.15
H 0.6422 2.2884 -1.3775 -0.2 -0.2 0.8 0.16
H -1.1434 -0.0798 -2.3692 -0.5 -2.7 -1.3 0.10
```
Positions in Å, forces in eV/Å.

Calculated values
E_LUMO = -0.12428 Eh
Energy relative to the best compared isomer or geometry (same formula, charge and spin) = 63.47 kcal/mol
Charge = +1
Gap between HOMO and LUMO = 9.6979 eV
Spin multiplicity = 1
Electronic energy = -11393.3712 eV
SMILES = OC1(O)C[NH2+]CCN1



Entry 8:
# C4H11N2O2

A 3-piece molecular cluster, C4H11N2O2 overall (the ωB97M-V functional and the def2-TZVPD basis, OMol25).

```
19
Properties=species:S:1:pos:R:3:forces:R:3:lowdin_charge:R:1
C -0.4295 -1.3400 1.5648 -0.8 -0.1 0.2 -0.02
C 0.4542 -0.7018 0.6169 2.6 2.8 0.0 -0.29
C 0.7947 -0.9042 -0.6731 -0.5 -1.4 -0.7 -0.03
N 1.6206 0.1454 -1.1074 0.6 -1.1 -0.1 0.09
C 1.8793 0.9699 -0.0740 -0.5 0.2 0.2 -0.05
N 1.2024 0.4774 0.9975 0.1 -0.2 -1.4 0.15
H -0.9309 -2.0974 0.9817 -0.2 -0.7 0.4 0.09
H 0.1124 -1.7308 2.4358 -0.4 0.0 -0.2 0.11
H -1.2292 -0.6335 1.8374 0.4 -0.2 0.3 0.10
H 0.4901 -1.8325 -1.2704 0.7 2.0 0.6 0.17
H 2.1279 0.0668 -2.0193 -0.7 0.7 1.3 0.20
H 2.4646 1.9525 -0.1468 -1.0 -1.9 0.3 0.19
H 1.1947 0.9132 1.9234 -0.1 -0.2 -0.6 0.19
H -1.2818 2.0711 -1.2937 -0.3 1.0 -0.8 0.02
H -1.8411 0.8860 -0.4689 2.0 1.1 -0.6 0.02
O -0.9839 1.4323 -0.6730 -1.2 -1.4 1.1 -0.10
H -2.6072 -1.0972 -0.8721 -0.3 0.6 0.2 0.09
H -3.8003 -0.1255 -0.5563 0.9 -0.3 0.2 0.11
O -2.8477 -0.2918 -0.3757 -1.3 -0.8 -0.3 -0.04
```
Positions in Å, forces in eV/Å.

Calculated values
E_LUMO = -0.10526 Eh
Energy relative to the best compared isomer or geometry (same formula, charge and spin) = 16.37 kcal/mol
Charge = +1
Gap between HOMO and LUMO = 10.7096 eV
Spin multiplicity = 1
Electronic energy = -11395.4134 eV